(1)
Molecular formula: C2H6N4S
Method: DFT, the ωB97M-V functional and the def2-TZVPD basis

```
13
Properties=species:S:1:pos:R:3:forces:R:3
C 0.7739 0.5270 1.3622 0.132 -1.331 1.531
C 1.2622 -0.6451 0.5447 -0.593 -1.922 -0.202
N -0.2775 1.0578 0.8877 1.301 0.894 2.353
N 0.1922 -0.8034 -0.5158 0.841 3.115 0.366
N -0.7399 0.4145 -0.1503 -1.054 -1.628 -1.297
N -1.1685 1.2572 -1.1449 0.188 -1.091 -1.305
S -0.7183 -2.2552 -0.6099 -0.059 0.256 0.475
H 1.1727 0.7002 2.3929 -0.386 0.462 -1.263
H 2.2584 -0.3839 0.2018 0.087 0.036 -0.896
H 1.4549 -1.6548 1.0401 -0.690 1.321 -0.056
H -0.5827 2.0451 -1.3563 0.303 0.201 0.220
H -2.1400 1.4883 -1.0666 -0.165 -0.076 0.179
H -1.4874 -1.7477 -1.5855 0.095 -0.237 -0.104
```
Forces are in eV/Å.

spin multiplicity: 1
DFT total energy: -18962.6823 eV
LUMO: 1.01 eV
SMILES string: NN1N=CCN1S
ΔE to the lowest compared entry with this formula, charge and spin: 421.0 kJ/mol
Kohn-Sham gap: 9.049 eV
HOMO energy: -8.041 eV



(2)
Molecular formula: C19H41BBrCl2N9O17
Method: DFT, the ωB97M-V functional and the def2-TZVPD basis

```
90
Properties=species:S:1:pos:R:3:forces:R:3
C -3.3070 -1.2635 2.3546 -0.098 0.184 -0.149
O -2.2591 -0.4880 2.9148 0.076 -0.197 0.148
B -0.9359 -0.7696 2.7240 0.297 0.208 -0.105
O -0.1240 -0.6357 3.8180 -0.571 -0.131 0.344
C -0.3396 -1.1171 1.2575 -0.272 -0.438 0.532
C -1.1572 -0.3907 0.1334 0.195 -0.048 -0.186
C -0.5617 0.8958 -0.4578 -0.443 0.258 -0.129
C 0.2642 0.7636 -1.7382 0.169 0.252 0.083
C -0.5563 0.6353 -3.0379 -0.084 -0.348 0.044
N -1.9058 0.0992 -2.8364 0.016 0.034 0.102
C 1.1216 -0.7489 1.0783 0.258 -0.238 0.035
O 1.7460 0.1650 1.5549 -0.117 0.140 -0.225
N 1.7110 -1.6945 0.2262 -0.502 0.470 -0.549
C 0.8563 -2.7867 -0.0690 0.362 -0.529 1.022
Br 0.3108 -2.9650 -1.9488 -0.149 0.277 -0.170
C -0.3083 -2.6501 0.9661 0.345 0.475 -0.853
C -0.0104 -3.5647 2.1195 -0.363 0.177 -0.119
Cl 1.5085 -3.2962 2.9305 0.142 -0.036 0.084
C -0.7739 -4.5662 2.5389 -0.040 -0.183 0.142
C -0.4778 -5.5234 3.6450 -0.070 -0.226 -0.146
Cl -2.3011 -4.8628 1.7612 -0.096 0.001 -0.021
H -2.9741 -1.8814 1.5193 0.014 -0.032 0.029
H -3.7172 -1.9110 3.1300 0.022 -0.031 -0.003
H -4.0955 -0.6024 1.9968 0.008 0.052 0.004
H 0.4646 -1.3745 3.9925 0.450 0.251 -0.296
H -2.1356 -0.1311 0.5234 -0.044 -0.069 0.085
H -1.3382 -1.0969 -0.6752 0.001 0.040 0.012
H -1.4171 1.5200 -0.7225 0.039 0.069 0.024
H -0.0011 1.4522 0.2946 0.066 -0.110 0.045
H 0.8489 1.6832 -1.8223 0.143 -0.077 -0.062
H 0.9938 -0.0462 -1.6813 -0.110 -0.042 0.069
H -0.6611 1.6215 -3.4891 -0.057 0.024 0.017
H 0.0104 0.0110 -3.7385 0.105 0.175 -0.092
H -1.8913 -0.9108 -2.7721 -0.015 -0.009 -0.072
H -2.5106 0.3530 -3.6045 0.002 -0.033 -0.024
H 2.3104 -1.3210 -0.4978 0.379 -0.240 0.198
H 1.3594 -3.7344 0.1131 0.069 -0.021 -0.303
H -1.2250 -2.9567 0.4736 -0.090 -0.129 0.222
H -0.8397 -6.5110 3.3642 -0.021 -0.020 -0.009
H -1.0049 -5.2331 4.5550 0.088 0.055 0.046
H 0.5901 -5.6002 3.8260 -0.009 0.125 0.126
C 1.0365 -6.4880 -2.8143 -0.064 0.018 0.131
N 1.3381 -7.2279 -1.5562 0.037 -0.027 0.005
O 0.9088 -6.7674 -0.5162 0.016 0.019 0.001
O 1.9966 -8.2406 -1.6526 -0.027 0.010 0.005
H 0.4485 -5.6221 -2.5375 0.012 -0.033 -0.115
H 1.9877 -6.2081 -3.2572 0.003 -0.020 -0.014
H 0.4983 -7.1653 -3.4704 0.036 -0.036 0.005
C 5.2007 -0.4351 1.0925 -0.069 0.004 0.015
N 4.9266 -1.5090 0.1009 -0.040 -0.032 0.089
O 4.8035 -1.1790 -1.0686 -0.087 -0.020 -0.044
O 4.8238 -2.6443 0.5061 0.054 0.050 -0.005
H 5.2530 0.5059 0.5650 -0.007 0.000 0.006
H 4.3808 -0.4420 1.8068 -0.016 -0.029 -0.021
H 6.1438 -0.6729 1.5747 -0.016 -0.023 0.023
C -3.8930 4.0079 0.6880 0.066 -0.103 -0.150
N -3.9364 2.9483 -0.3581 0.052 -0.031 0.030
O -3.2871 3.1135 -1.3712 -0.087 0.080 -0.058
O -4.6288 1.9771 -0.1296 -0.022 -0.015 -0.022
H -3.2371 4.7954 0.3382 -0.006 0.010 0.001
H -4.9077 4.3618 0.8372 0.053 -0.077 0.026
H -3.5157 3.5392 1.5925 -0.064 0.003 0.036
C 7.5295 4.2067 1.0992 0.075 -0.025 -0.033
N 6.8007 2.9168 1.2445 -0.032 -0.013 0.005
O 7.3769 1.8955 0.9244 0.081 0.060 -0.017
O 5.6690 2.9691 1.6747 0.016 0.005 -0.001
H 8.5162 3.9951 0.7064 -0.003 -0.010 -0.001
H 6.9491 4.8270 0.4232 -0.024 0.014 0.028
H 7.5735 4.6613 2.0840 -0.038 0.019 -0.004
C -6.2964 2.4849 -3.2764 0.114 0.095 0.086
N -7.7813 2.5739 -3.3240 -0.019 -0.017 -0.002
O -8.3068 3.5663 -2.8646 0.008 -0.006 -0.001
O -8.3691 1.6381 -3.8253 0.008 0.014 0.003
H -5.9136 3.3837 -2.8089 -0.029 0.010 0.003
H -6.0367 1.6022 -2.6996 0.002 -0.025 -0.035
H -5.9460 2.3941 -4.3000 -0.018 -0.077 -0.002
C -5.8423 6.9757 4.3336 0.046 0.060 -0.032
N -5.9724 5.9383 3.2739 -0.043 -0.052 -0.006
O -5.3455 6.0954 2.2432 -0.023 0.141 0.099
O -6.6983 4.9989 3.5089 0.023 0.023 0.003
H -5.1658 7.7420 3.9761 0.001 -0.005 -0.010
H -6.8373 7.3683 4.5191 -0.008 -0.028 0.030
H -5.4614 6.4801 5.2212 -0.038 -0.012 0.014
C 6.7307 -0.0166 -3.3125 -0.029 0.052 0.085
N 6.9156 0.7294 -4.5874 0.010 0.007 -0.019
O 6.8212 1.9395 -4.5568 0.003 -0.010 0.007
O 7.1505 0.0716 -5.5793 -0.005 0.007 0.014
H 6.5265 0.6977 -2.5252 -0.006 0.007 -0.009
H 5.9000 -0.7015 -3.4476 0.023 -0.027 -0.021
H 7.6471 -0.5689 -3.1280 -0.014 -0.039 -0.030
```
Forces are in eV/Å.

spin multiplicity: 1
DFT total energy: -164333.1927 eV
LUMO: -0.17 eV
SMILES string: COB(O)[C@@]1(CCCCN)C(=O)N[C@H](Br)[C@H]1/C(Cl)=C(/C)Cl.C[N+](=O)[O-].C[N+](=O)[O-].C[N+](=O)[O-].C[N+](=O)[O-].C[N+](=O)[O-].C[N+](=O)[O-].C[N+](=O)[O-]
Kohn-Sham gap: 8.913 eV
HOMO energy: -9.078 eV



(3)
Molecular formula: C33H81CdF3IN4O28P5
Method: DFT, the ωB97M-V functional and the def2-TZVPD basis

```
156
Properties=species:S:1:pos:R:3:forces:R:3
Cd 0.6053 -0.1373 -0.2958 -1.253 -0.390 1.501
C 3.5084 -0.3625 2.4036 0.286 -0.786 0.416
C 2.4918 -0.2840 1.2850 1.584 0.909 1.371
O 1.5473 0.5063 1.4714 -0.694 1.303 1.625
O 2.6141 -0.8983 0.2173 1.329 -1.411 -0.363
H 3.0640 -0.2426 3.3916 -0.370 -0.082 -0.188
H 4.2686 0.4186 2.3974 0.047 0.008 -0.610
H 3.9838 -1.3428 2.3699 0.272 0.105 0.022
I -1.2465 -2.0101 0.4866 -0.347 -0.400 0.130
C -5.0498 2.7853 3.6612 1.950 0.306 0.199
O -4.9994 1.6552 4.1226 -0.474 0.748 -0.628
N -3.9283 3.4674 3.2021 -0.505 -1.838 -0.554
C -3.8147 4.8961 3.0189 -1.353 -1.020 -0.252
C -2.6338 2.7960 3.0622 0.209 -0.645 0.992
H -5.9536 3.4108 3.5969 -0.116 -0.110 0.103
H -4.8218 5.3080 3.0827 0.057 0.352 0.544
H -3.5262 5.0659 1.9816 0.746 0.449 0.426
H -3.1322 5.1821 3.8193 0.033 1.003 -0.493
H -2.0351 3.0303 3.9424 0.072 0.019 -0.104
H -2.6573 1.7063 3.0463 -0.723 0.060 -0.123
H -2.0603 3.1137 2.1914 -0.363 0.343 -0.093
C -4.1032 -3.2259 3.1446 0.039 -0.612 1.303
O -4.5825 -4.3181 3.3924 0.073 -0.189 -0.728
N -3.5686 -2.4424 4.1082 -0.319 1.182 -1.111
C -3.3705 -1.0190 3.7905 0.647 -0.459 1.079
C -3.2817 -2.8570 5.4570 0.209 -0.961 0.148
H -4.0041 -2.7670 2.1487 -0.341 -0.106 -0.057
H -2.3012 -0.8293 3.6971 0.086 0.261 -0.131
H -3.7450 -0.4806 4.6612 -0.042 0.362 -0.282
H -3.8730 -0.6536 2.8950 -0.106 -0.446 0.112
H -3.5587 -2.0865 6.1765 0.107 -0.025 -0.049
H -3.7344 -3.8072 5.7403 -0.806 0.233 -0.385
H -2.2385 -3.1582 5.5528 0.502 0.696 0.047
C -1.0983 2.6558 -0.8141 2.052 -2.162 0.685
O -0.6506 1.5014 -0.5306 -2.915 3.886 -0.817
N -2.3136 3.0970 -0.6066 -2.808 0.695 0.137
C -2.7371 4.4927 -0.8678 1.016 -0.094 -0.849
C -3.4938 2.2975 -0.2257 0.202 -0.255 0.846
H -0.4232 3.4184 -1.2322 -0.023 -0.107 0.097
H -1.8624 5.0564 -1.1923 -0.033 0.077 0.162
H -3.1862 5.0157 -0.0234 0.301 -0.500 0.252
H -3.4576 4.5372 -1.6845 -0.069 -0.313 -0.084
H -4.2345 2.2064 -1.0201 0.331 0.159 -0.346
H -3.2749 1.3040 0.1657 0.496 0.042 -0.263
H -4.0042 2.8177 0.5849 0.067 0.130 0.094
C 2.5626 2.2681 -2.2945 -0.226 -0.003 -0.409
O 1.9967 1.6757 -1.4125 -0.331 0.128 0.719
N 3.8348 2.6429 -2.2843 1.050 -0.142 -1.845
C 4.4100 3.0729 -3.5482 0.669 0.839 0.364
C 4.7273 2.5590 -1.1876 0.130 1.055 2.163
H 2.1119 2.6025 -3.2418 -0.536 -0.356 0.016
H 5.1900 2.3842 -3.8729 -0.253 -0.291 -0.260
H 4.9342 4.0176 -3.4035 0.028 0.230 0.104
H 3.6597 3.2699 -4.3140 -0.017 -0.440 0.084
H 5.7641 2.2596 -1.3404 -0.289 -0.498 -0.706
H 4.8102 3.5712 -0.7918 0.295 0.387 0.072
H 4.3153 2.0421 -0.3208 -0.201 -0.561 -0.439
C 0.5388 -1.9454 4.1397 1.327 -0.343 -0.216
O 0.5474 -3.1527 4.9568 0.943 -0.416 1.104
P 1.8154 -3.4857 5.9535 -1.639 -0.968 -1.913
O 2.2133 -2.3627 6.7719 0.687 0.832 0.626
O 1.3338 -4.7792 6.7902 1.484 0.306 -1.666
C 0.3190 -4.7787 7.7617 -1.237 0.229 -0.042
O 2.9160 -4.0520 4.8826 -1.530 1.542 0.831
C 4.2006 -4.4494 5.2736 1.032 -2.476 0.841
H -0.2385 -1.2158 4.3668 -0.185 -0.541 0.397
H 0.4749 -2.2539 3.0963 -0.311 -0.035 0.090
H 1.5033 -1.4505 4.2538 -0.074 0.165 0.090
H -0.4038 -5.5570 7.5169 0.057 -0.064 -0.247
H -0.2135 -3.8299 7.6961 -0.025 0.040 0.552
H 0.6676 -5.0202 8.7658 0.430 0.431 -0.124
H 4.0631 -5.4983 5.5364 0.310 -0.258 0.308
H 4.7122 -4.0135 6.1317 -0.708 0.822 0.048
H 4.9537 -4.5202 4.4888 -0.585 0.729 -0.636
C -4.3416 0.1221 -2.9624 -0.699 0.838 1.519
O -3.7926 -0.8759 -3.7622 0.648 -2.648 -0.819
P -4.6452 -2.2537 -4.0798 0.337 0.522 1.079
O -5.7148 -1.9610 -5.0436 0.252 -0.747 0.778
O -3.5418 -3.3447 -4.6109 0.349 4.172 2.365
C -3.9039 -4.4931 -5.2188 -0.930 -2.389 -1.923
O -5.1187 -2.7870 -2.6081 -0.473 0.058 -1.392
C -4.2854 -3.1802 -1.4989 1.421 0.410 -0.306
H -3.6955 0.4667 -2.1550 0.928 -0.380 -0.401
H -5.1765 -0.2335 -2.3586 -0.551 -0.050 -0.493
H -4.5960 1.0183 -3.5282 -0.267 -0.260 -0.311
H -3.1678 -4.7772 -5.9708 0.361 0.170 0.092
H -4.8187 -4.3675 -5.7980 -0.319 -0.138 0.225
H -3.9754 -5.3378 -4.5337 -0.237 0.078 0.205
H -3.3087 -3.4522 -1.8990 0.192 0.195 0.187
H -4.5809 -4.0375 -0.8941 -0.994 -0.072 -0.634
H -4.1678 -2.3511 -0.8011 0.032 0.130 -0.251
C -0.6931 -2.8429 -3.8970 -1.436 -1.192 -0.070
O 0.7043 -2.7722 -3.8223 2.574 2.359 0.998
P 1.4551 -1.4412 -3.2741 0.632 0.728 0.226
O 0.7362 -0.6131 -2.1976 1.590 -2.865 -6.697
O 2.8917 -2.0422 -2.8213 -1.997 0.900 -0.158
C 4.0490 -1.2142 -2.5540 1.074 -0.552 -1.126
O 1.7815 -0.5547 -4.6431 -1.108 0.230 2.305
C 2.6904 -0.9760 -5.6367 0.155 -2.527 0.173
H -1.0104 -3.5326 -3.1149 -0.229 0.235 0.192
H -0.9105 -3.3545 -4.8346 -0.137 0.352 -0.099
H -1.2474 -1.9080 -3.8149 0.311 0.095 -0.020
H 3.9760 -0.2738 -2.0078 -0.877 -0.469 0.432
H 4.4923 -0.9651 -3.5181 -0.121 0.161 -0.260
H 4.7813 -1.9024 -2.1319 -0.332 0.148 0.550
H 2.2549 -0.9951 -6.6357 0.009 1.158 0.061
H 2.8171 -2.0512 -5.5105 0.350 -0.332 0.160
H 3.6985 -0.5808 -5.5116 -0.364 0.651 -0.319
C 0.2422 4.6898 5.2134 0.754 0.958 -0.018
O -0.6332 4.7106 4.0835 -0.070 0.793 -1.406
P -0.1260 5.4888 2.7251 0.066 -0.466 -0.808
O -1.0648 5.3889 1.5433 1.694 -0.194 2.449
O 0.1685 7.0195 3.1663 -0.204 -1.779 0.372
C -0.9003 7.7944 3.7590 0.149 1.181 -1.235
O 1.3854 4.9091 2.5255 -1.746 2.040 0.857
C 1.6549 3.6284 1.9828 -0.421 -0.799 -0.112
H 0.5318 5.7194 5.4233 0.193 0.086 0.112
H 1.1523 4.1457 4.9606 -0.147 -0.225 0.244
H -0.2364 4.3337 6.1256 -0.313 -0.412 -0.512
H -0.9900 8.6337 3.0694 -0.075 0.226 0.129
H -0.5998 8.2211 4.7160 0.008 -0.562 0.093
H -1.9013 7.3630 3.7501 0.322 -0.644 0.312
H 1.6446 3.7318 0.8978 0.364 -0.430 0.052
H 0.9378 2.8661 2.2874 -0.355 0.131 -0.129
H 2.5833 3.2697 2.4272 0.238 0.320 -0.468
C 5.0742 -7.5566 -1.7547 1.448 -0.414 -1.515
O 4.5455 -7.1669 -0.5425 -2.532 2.521 1.970
P 3.7283 -5.7298 -0.4984 -0.054 -0.233 -0.678
O 4.4978 -4.6235 -1.1206 -0.476 -0.632 0.912
O 2.3300 -5.9677 -1.2918 2.760 -1.801 1.011
C 1.5637 -4.8616 -1.6258 -1.174 0.718 -0.289
O 3.2393 -5.6153 1.0347 1.621 -0.526 -1.940
C 2.6793 -4.4173 1.5462 -1.139 0.546 1.618
H 5.0134 -6.8167 -2.5529 -0.722 0.042 -0.036
H 4.6606 -8.5251 -2.0358 -0.064 0.150 -0.188
H 6.1567 -7.6418 -1.6600 0.115 -0.378 0.320
H 1.6325 -4.6733 -2.6972 -0.144 -0.045 0.082
H 1.8456 -3.9463 -1.1053 0.020 -0.008 0.061
H 0.5691 -5.1793 -1.3129 -0.339 0.633 -0.328
H 3.1370 -4.2270 2.5171 0.133 -0.046 -0.134
H 1.6313 -4.6266 1.7603 -0.117 -0.060 -0.031
H 2.6703 -3.4702 1.0068 0.673 -0.388 -0.845
C 1.6222 4.8490 -7.6724 -0.744 0.328 1.085
C 0.0333 4.8825 -7.4956 1.715 -1.566 -1.954
O -0.6046 4.3742 -6.3271 -0.551 -1.417 2.994
C -0.2779 3.1641 -5.7352 4.353 1.414 -2.204
O 0.8244 2.6402 -5.8948 -2.540 0.729 0.465
C -1.3277 2.4996 -4.8693 -0.281 1.730 0.310
F -0.8744 1.4978 -4.2009 0.972 -1.189 0.740
F -1.8454 3.3753 -3.9850 -0.126 0.324 0.103
F -2.2742 2.0925 -5.6584 -1.666 -0.599 -1.115
H 1.9913 5.3304 -8.5780 -0.760 0.113 -0.288
H 2.1311 3.8858 -7.6344 -0.585 -0.080 0.171
H 2.0293 5.4747 -6.8781 0.162 -0.104 0.224
H -0.4450 4.2037 -8.2017 0.380 0.505 -0.943
H -0.2871 5.9071 -7.6848 -0.288 -0.217 0.532
```
Forces are in eV/Å.

spin multiplicity: 1
DFT total energy: -166096.5965 eV
LUMO: 0.12 eV
Kohn-Sham gap: 7.952 eV
HOMO energy: -7.829 eV



> DFT total energy of number 1 (C2H6N4S)?

-18962.6823 eV